C58H51CeFO2P2S | ωB97M-V/def2-TZVPD

Properties
HOMO (alpha / beta), eV: -3.28 / -3.28
LUMO energy (alpha / beta), eV: 0.673 / 0.673
HOMO-LUMO gap (alpha / beta), eV: 3.96 / 3.95
Charge: -1
Multiplicity: 2

```
116
C58H51CeFO2P2S | the OMol25 dataset | ωB97M-V/def2-TZVPD
Ce 5.92 12.55 12.65
C 5.33 14.10 10.52
C 4.44 12.95 10.34
C 5.28 11.91 10.07
C 6.79 12.37 10.07
C 6.74 13.81 10.34
C 7.99 14.63 10.58
C 7.89 11.45 9.63
C 4.94 10.51 9.82
C 15.18 7.09 17.34
C 4.72 15.42 10.55
H 8.45 14.64 11.57
H 7.85 15.75 10.49
H 8.71 14.28 9.92
H 8.68 11.16 10.39
H 8.30 11.84 8.61
H 7.46 10.64 9.12
H 5.43 9.86 9.02
H 3.97 10.64 9.44
H 4.71 9.99 10.73
H 16.18 6.59 17.12
H 14.56 6.10 17.36
H 15.36 7.86 17.93
H 5.19 16.04 11.47
H 3.67 15.39 10.71
H 4.92 16.07 9.91
O 12.42 13.18 12.57
S 13.50 12.92 11.67
C 12.86 11.84 10.52
C 11.98 12.13 9.51
C 12.26 11.94 8.15
C 13.63 11.63 7.83
C 14.39 11.69 6.55
C 15.40 10.47 6.73
C 15.54 10.29 8.13
C 16.08 9.23 9.01
C 15.86 9.32 10.28
C 14.90 10.12 10.98
P 14.47 9.97 12.82
C 15.23 11.43 13.78
C 16.19 12.29 13.20
C 16.76 13.35 13.88
C 16.46 13.44 15.28
C 15.42 12.65 15.78
C 14.72 11.74 14.99
C 15.62 8.57 13.27
C 17.10 8.80 13.36
C 17.92 7.87 13.76
C 17.42 6.44 13.90
C 15.96 6.27 13.80
C 15.18 7.22 13.47
C 14.12 11.11 10.22
C 14.36 11.02 8.81
C 13.94 14.27 10.63
C 15.33 14.44 10.35
C 15.89 15.03 9.25
C 14.96 15.34 8.25
C 15.18 16.04 6.86
C 13.82 15.52 6.20
C 12.88 15.42 7.35
C 11.52 15.57 7.50
C 10.96 15.61 8.84
C 11.69 15.35 9.95
P 10.74 16.07 11.44
C 11.79 16.22 12.94
C 11.15 15.84 14.12
C 11.95 15.77 15.34
C 13.25 16.21 15.27
C 13.80 16.59 14.04
C 13.04 16.65 12.88
C 10.78 17.89 11.02
C 11.93 18.74 10.68
C 11.91 20.09 10.73
C 10.71 20.83 11.01
C 9.59 20.02 11.24
C 9.63 18.62 11.27
C 13.03 14.93 9.76
C 13.61 15.21 8.50
H 11.11 12.79 9.79
H 11.54 12.14 7.53
H 14.89 12.59 6.35
H 13.88 11.64 5.65
H 16.43 10.68 6.31
H 14.98 9.71 6.21
H 16.77 8.68 8.27
H 16.36 8.71 10.96
H 16.66 12.21 12.15
H 17.53 13.92 13.37
H 16.94 14.16 15.92
H 15.11 12.78 16.87
H 13.95 11.12 15.53
H 17.54 9.67 12.95
H 19.01 8.00 13.42
H 17.86 5.60 14.50
H 15.75 5.09 14.15
H 14.21 7.39 13.07
H 16.12 14.21 10.97
H 16.92 15.39 9.43
H 16.12 15.74 6.37
H 15.29 17.31 6.95
H 13.94 14.61 5.85
H 13.52 15.97 5.36
H 10.81 15.77 6.59
H 9.91 15.68 8.76
H 10.10 15.76 14.12
H 11.63 15.31 16.28
H 13.91 16.17 16.10
H 14.87 16.88 14.06
H 13.60 17.14 11.95
H 12.87 18.26 10.53
H 12.73 20.70 10.56
H 10.57 21.86 10.94
H 8.63 20.52 11.34
H 8.63 18.19 11.50
F 5.21 10.57 13.48
O 6.18 13.98 13.80
```